# 1
An isolated molecule of C5H11NO, computed with ωB97M-V/def2-TZVPD.

Cartesian coordinates (Å):
O  0.337  1.532  -0.847
N  -0.322  0.064  0.687
C  -1.195  -1.023  1.108
C  -1.541  0.241  -1.469
C  2.172  0.220  -0.344
C  -0.476  0.682  -0.516
C  1.027  0.281  1.153
H  -2.242  -0.689  1.082
H  1.157  1.315  1.477
H  -1.352  -0.774  -1.835
H  -0.979  -1.318  2.141
H  2.112  0.687  -1.376
H  -1.106  -1.914  0.467
H  3.072  0.668  0.060
H  -2.532  0.270  -1.017
H  -1.485  0.939  -2.302
H  2.242  -0.839  -0.563
H  1.110  -0.341  2.095

**Frontier orbital gap**: 9.8 eV
**LUMO level**: 0.8847 eV
**E_HOMO**: -0.32813 Ha
**ΔE to the lowest compared entry with this formula, charge and spin**: 277.76 kJ/mol
**SMILES**: CCN(C)C(C)=O


# 2
A 8-piece molecular cluster, C19H36Cl14NO5PS2 overall, computed with ωB97M-V/def2-TZVPD.

Cartesian coordinates (Å):
Cl  -1.265  0.642  0.853
Cl  9.430  1.265  -1.888
Cl  0.067  3.760  1.214
Cl  1.717  8.138  2.732
Cl  6.219  0.839  -0.809
Cl  -4.869  4.774  -1.552
Cl  -7.382  0.887  1.321
Cl  -4.066  1.568  -2.412
Cl  -1.149  9.947  2.335
Cl  1.887  -0.200  -4.184
Cl  -0.423  -1.794  -6.120
Cl  -4.535  -0.940  1.750
Cl  -7.786  -5.440  2.637
Cl  -4.586  -5.566  1.457
S  -0.244  -4.270  -1.589
S  3.769  -1.337  -2.235
P  0.852  -2.636  -1.404
O  2.756  -5.437  -1.027
O  2.982  -2.446  1.856
O  6.717  -2.609  -2.448
O  2.007  -4.997  0.974
O  2.118  -0.803  0.657
N  3.685  -2.877  -1.429
C  4.943  -3.296  -0.782
C  7.558  1.591  0.087
C  -0.650  -0.279  -5.210
C  2.570  -2.070  0.761
C  -4.132  2.252  -0.767
C  -5.221  3.289  -0.624
C  0.057  7.501  2.604
C  -7.037  -0.739  0.668
C  2.513  -3.023  -0.535
C  6.216  -2.456  -1.090
C  8.501  2.349  -0.819
C  2.420  -4.591  -0.165
C  -0.237  1.213  2.186
C  -0.800  8.326  1.673
C  -5.095  -5.467  3.157
C  -6.380  -6.218  3.416
C  0.610  0.557  -5.171
C  -0.486  2.667  2.514
C  -6.194  -1.567  1.609
H  -0.992  -0.535  -4.208
H  4.876  -3.388  0.341
H  -1.446  0.274  -5.711
H  0.395  1.528  -4.722
H  -0.366  7.459  3.607
H  6.155  -1.380  -0.788
H  -4.320  1.421  -0.087
H  0.063  -1.754  -0.602
H  6.497  -3.536  -2.648
H  -5.188  -4.413  3.421
H  5.154  -4.349  -1.138
H  1.050  -2.120  -2.706
H  0.137  6.481  2.225
H  0.066  2.943  3.413
H  9.228  2.899  -0.220
H  7.110  2.276  0.808
H  -6.627  -1.604  2.608
H  -5.312  3.585  0.421
H  8.077  0.807  0.639
H  2.770  -0.502  -1.798
H  -4.289  -5.897  3.753
H  -0.469  0.594  3.053
H  -3.151  2.665  -0.534
H  -0.327  8.454  0.701
H  -6.551  -0.616  -0.300
H  -6.116  -2.589  1.233
H  7.967  3.062  -1.445
H  1.009  0.726  -6.172
H  -6.586  -6.241  4.486
H  -6.322  -7.245  3.057
H  0.804  1.030  1.907
H  7.038  -2.890  -0.439
H  -1.761  7.833  1.523
H  -7.999  -1.225  0.508
H  -1.544  2.863  2.689
H  -6.185  2.906  -0.955

**Charge**: -2
**Frontier orbital gap**: 4.1 eV
**LUMO level**: 3.0310 eV
**E_HOMO**: -0.03924 Ha


# 3
An isolated molecule of C3H7N3O2, computed with ωB97M-V/def2-TZVPD.

Cartesian coordinates (Å):
O  -2.974  -0.329  -0.030
O  -0.701  -0.759  -0.202
N  1.226  1.297  0.146
N  -2.276  0.887  -0.087
N  -0.176  1.523  -0.176
C  -1.066  0.576  0.073
C  0.591  -1.269  0.177
C  1.618  -0.226  -0.306
H  1.537  -0.161  -1.421
H  2.550  -0.476  0.051
H  -2.461  -1.114  0.097
H  -0.380  2.546  -0.139
H  0.842  -2.111  -0.432
H  0.636  -1.530  1.193
H  1.034  1.145  1.055

**Frontier orbital gap**: 8.7 eV
**LUMO level**: 0.5381 eV
**E_HOMO**: -0.29850 Ha
**ΔE to the lowest compared entry with this formula, charge and spin**: 632.73 kJ/mol
**SMILES**: O/N=C1/NNCCO1


- Which of these has the highest frontier orbital gap?
  C5H11NO